No. 1
Molecular formula: CH2N2O3S
Method: DFT, ωB97M-V with the def2-TZVPD basis set

Each line ends with the Mulliken charge.
Element x y z (Å)
O: 2.133 -0.884 -1.618  -0.154
O: 0.402 1.174 0.386  -0.676
N: -0.645 -0.598 -0.480  -0.449
N: 0.090 -0.021 0.394  1.000
C: 1.514 -1.582 -0.976  0.173
H: -0.389 1.351 -1.427  0.225
S: -1.372 0.331 -1.603  -0.115
H: -0.022 -1.760 1.331  0.453
O: 0.553 -0.865 1.366  -0.457

Summary:
- Multiplicity: 1
- Total charge: 0
- Maximum force: 0.0668 Eh/bohr
- Relative energy (zero: lowest compared OMol25 entry of this formula, charge and spin): 424.8 kJ/mol
- Energy: -772.5450 hartree
- Kohn-Sham gap (alpha / beta): 9.332 / 9.331 eV
- HOMO level (alpha / beta): -0.3388 / -0.3388 hartree

---

No. 2
Molecular formula: C11H14N2O
Method: DFT, ωB97M-V with the def2-TZVPD basis set

Each line ends with the Mulliken charge.
Element x y z (Å)
C: -3.447 -0.370 -0.031  -0.433
C: 0.647 1.210 -1.243  -0.929
H: 2.903 0.260 4.351  0.168
N: -0.428 1.788 -0.509  -0.119
C: -2.562 0.799 0.293  -0.965
H: -4.451 -0.271 0.364  0.321
H: -1.518 -2.224 -2.213  0.315
H: 1.598 1.774 -1.140  0.307
C: -1.087 -0.256 -1.467  0.640
N: 2.737 0.802 3.529  -0.387
H: 2.331 -1.097 1.004  0.203
H: -0.319 2.352 0.254  0.332
C: 0.229 0.040 -1.843  1.161
C: -3.081 -1.369 -0.927  -0.708
H: 2.033 -1.464 2.643  0.327
C: 1.793 -0.697 1.917  -0.570
C: 2.184 0.627 2.367  0.595
H: -2.883 1.482 1.019  0.489
H: 1.610 -0.111 -3.488  0.397
C: -1.810 -1.366 -1.594  -0.515
H: 0.263 -1.269 -3.445  0.383
H: 1.663 -1.366 -2.339  0.273
H: -3.679 -2.180 -1.059  0.500
C: -1.475 0.800 -0.440  0.045
C: 0.998 -0.714 -2.884  -1.490
H: 3.124 1.701 3.709  0.230
O: 1.927 1.641 1.702  -0.636
H: 0.702 -0.519 1.470  0.066

Summary:
- Multiplicity: 1
- Total charge: 0
- Maximum force: 0.1091 Eh/bohr
- Relative energy (zero: lowest compared OMol25 entry of this formula, charge and spin): 219.4 kJ/mol
- SMILES: Cc1c[nH]c2ccccc12.CC(N)=O
- Energy: -612.2672 hartree
- Kohn-Sham gap: 8.029 eV
- HOMO level: -0.2680 hartree

---

No. 3
Molecular formula: C33H44BrN7O2Sb2Zr
Method: DFT, ωB97M-V with the def2-TZVPD basis set

Each line ends with the Mulliken charge.
Element x y z (Å)
H: -0.328 -5.749 2.613  0.638
H: 2.081 -1.175 3.029  0.191
H: -3.430 2.966 -1.389  0.597
H: -3.627 3.370 -3.979  0.476
H: 0.197 4.759 -0.503  0.428
Zr: 0.744 0.478 0.838  0.183
O: 1.476 -7.225 1.984  -0.527
H: 0.336 4.106 2.340  0.401
H: 4.453 -2.979 -1.236  0.556
C: 4.353 2.448 -0.956  -1.007
H: -3.613 -0.939 -0.454  0.435
C: -1.978 -2.123 3.444  -1.238
H: -0.841 -3.471 -2.604  0.762
H: -3.268 1.822 -0.061  0.242
H: 2.170 3.146 1.685  0.290
C: -1.392 2.025 -3.383  -1.170
H: 5.237 2.889 -0.513  0.561
C: 1.855 -3.928 0.723  1.266
C: -0.328 -3.177 -1.690  -0.990
H: -2.832 -2.046 0.706  0.374
C: 1.196 -5.043 1.342  -0.152
C: -0.203 4.371 -1.439  -1.328
H: 2.836 1.849 -3.917  0.580
C: -2.906 -1.760 -0.339  -1.236
H: -1.745 -0.073 2.954  0.401
H: -0.368 1.561 3.883  0.220
O: 2.010 -6.679 -0.051  -0.528
H: -1.963 -4.251 3.729  0.555
N: 1.702 2.489 2.304  -0.083
H: -2.810 -1.927 4.107  0.559
C: 2.736 2.049 3.288  -1.004
C: 2.157 1.228 -1.992  -0.789
H: 1.475 0.651 4.353  0.312
C: 3.031 -4.049 -0.047  -1.040
Br: 5.268 3.517 -3.429  0.054
H: -0.631 1.416 -3.869  0.439
H: 3.331 -0.830 -0.939  0.417
C: -1.913 -0.891 -3.186  -1.585
C: 0.165 -2.463 1.755  -0.543
C: 1.310 -2.639 0.909  -0.452
N: -1.001 1.900 1.880  -0.557
H: 3.286 -0.395 2.316  0.297
N: 2.336 -0.262 2.662  -0.129
C: 2.922 -1.701 -0.453  -0.859
H: 0.558 4.454 -2.213  0.428
C: -5.376 0.495 -3.684  -0.826
C: 0.125 -4.884 2.142  -0.877
C: -5.121 1.840 -3.909  -0.643
H: -2.286 -1.900 -3.356  0.885
N: -0.329 -1.194 1.943  1.315
H: 2.807 2.751 4.119  0.473
C: -3.824 2.317 -3.804  -0.747
H: -3.260 -2.608 -0.923  0.481
C: 2.424 0.669 3.818  -0.491
H: 0.745 -3.200 -1.873  0.243
H: -1.083 -0.707 -3.867  0.711
C: 0.625 3.270 2.982  -1.117
C: -4.330 -0.365 -3.395  -0.736
N: 1.633 -6.449 1.079  1.001
C: -1.511 -3.398 3.237  -0.963
N: 1.835 -1.529 0.301  1.474
H: 3.650 1.643 0.880  0.346
C: -1.366 -1.067 2.781  -0.591
H: -1.955 1.549 1.927  0.213
Sb: -0.833 2.322 -1.260  0.236
H: -2.835 3.547 0.166  0.594
C: -0.413 -3.586 2.378  1.287
H: -0.585 -3.885 -0.903  0.252
H: -1.111 2.748 1.331  0.031
H: -1.342 3.039 -3.778  0.822
C: -2.762 1.465 -3.505  0.414
H: 3.502 -5.010 -0.187  0.664
H: -5.925 2.512 -4.180  0.454
N: 2.312 1.202 -0.644  1.932
C: -0.591 2.400 3.223  -0.233
H: -6.386 0.113 -3.761  0.461
H: -1.072 4.960 -1.729  0.484
C: 3.556 -2.924 -0.634  -1.261
H: 3.198 0.365 4.524  0.523
C: -2.824 2.703 -0.526  -1.365
H: -4.529 -1.424 -3.274  0.448
C: 4.124 2.550 -2.331  -0.245
H: 1.321 0.669 -2.398  0.803
Sb: -1.012 -1.194 -1.180  0.512
C: -3.012 0.095 -3.326  0.858
C: 3.012 1.872 -2.849  -0.991
C: 3.447 1.773 -0.175  -0.698
H: -1.380 2.993 3.688  0.519
H: 0.973 3.699 3.921  0.452
H: 3.719 2.039 2.814  0.452

Summary:
- Multiplicity: 1
- Total charge: +4
- Maximum force: 0.0293 Eh/bohr
- Relative energy (zero: lowest compared OMol25 entry of this formula, charge and spin): 106.5 kJ/mol
- Energy: -4917.8265 hartree
- Kohn-Sham gap: 5.375 eV
- HOMO level: -0.6517 hartree

---

No. 4
Molecular formula: C18H16N6O7
Method: DFT, ωB97M-V with the def2-TZVPD basis set

Each line ends with the Mulliken charge.
Element x y z (Å)
C: -4.338 0.150 1.363  -0.927
N: 1.307 -3.105 -0.143  -0.564
H: 3.214 -0.371 -0.382  0.411
C: 1.225 -0.007 -2.187  0.873
O: 1.964 -4.217 -0.730  -0.176
O: -1.015 -1.470 1.271  -0.332
H: -2.005 -3.214 0.754  0.397
H: 2.075 0.241 -4.193  0.546
N: 2.556 -3.915 -1.931  -0.501
H: -3.438 4.122 0.419  0.389
O: 4.067 -3.238 -4.217  -0.564
H: -5.407 -0.082 1.333  0.355
O: 0.124 1.622 -1.018  -0.468
C: 1.432 -2.112 -1.085  1.224
C: 3.168 0.318 0.456  -0.964
H: 0.149 -0.360 -0.147  -0.919
N: -0.270 1.064 1.280  0.681
N: 0.701 1.271 -2.142  0.712
C: 0.440 1.789 2.204  -0.428
H: 2.645 1.915 2.449  0.499
O: -2.036 3.023 1.516  -0.355
O: 0.681 2.031 -3.114  -0.792
H: -3.616 4.231 2.214  0.338
C: -2.056 -0.597 1.279  0.966
H: -3.739 -1.912 1.086  0.387
C: -3.955 1.483 1.522  -0.664
C: 1.746 1.603 1.941  -0.931
C: -2.903 4.173 1.378  -0.927
C: -3.419 -0.897 1.244  -0.911
H: 3.638 -0.180 1.308  0.369
H: -2.226 5.026 1.387  0.265
C: -2.587 1.789 1.527  0.829
C: 2.500 -1.727 -3.292  -0.307
H: 3.763 1.209 0.234  0.335
C: -1.237 -2.883 1.471  -0.896
H: -0.279 -3.325 1.173  0.314
N: 1.842 0.741 0.872  0.203
C: 0.617 0.666 0.261  1.332
C: 1.972 -0.431 -3.325  -0.721
N: 3.540 -2.110 -4.238  0.927
C: -1.646 0.744 1.375  0.053
H: -1.496 -3.098 2.523  0.294
C: 2.202 -2.616 -2.175  0.847
O: 3.869 -1.211 -5.046  -0.616
H: -4.682 2.280 1.627  0.380
H: -0.017 2.380 2.955  0.525
C: 0.932 -0.791 -1.058  -1.488

Summary:
- Multiplicity: 1
- Total charge: 0
- Maximum force: 0.0892 Eh/bohr
- Relative energy (zero: lowest compared OMol25 entry of this formula, charge and spin): 471.6 kJ/mol
- Energy: -1550.1839 hartree
- Kohn-Sham gap: 5.576 eV
- HOMO level: -0.2522 hartree